{"formula": "C4H6S", "method": "ωB97M-V with the def2-TZVPD basis set", "smiles": "C=C(C)C=S", "homo_ha": -0.3187, "charge": 0, "orbital_gap_ev": 7.89, "lumo_energy_ha": -0.029, "symbols": ["S", "C", "C", "C", "C", "H", "H", "H", "H", "H", "H"], "xyz": [[-2.41, 0.85, 0.72], [0.10, 0.06, -0.25], [0.18, -0.91, 1.03], [1.09, 0.20, -1.17], [-1.17, 0.77, -0.31], [-0.01, -0.24, 1.80], [-1.27, 1.62, -1.02], [0.88, 0.84, -1.94], [2.06, -0.32, -1.15], [-0.61, -1.60, 1.15], [1.17, -1.26, 1.13]], "mulliken_charge": [-0.22, 0.92, -1.31, -0.94, -0.40, 0.41, 0.24, 0.32, 0.26, 0.36, 0.35]}